Formula: C28H35AlF5N4O2
Source: OMol25
Level of theory: wB97M-V/def2-TZVPD

The multiplicity is 1. The calculation puts the max |F| at 0.007 hartree/bohr. The net charge is -1. For the HOMO energy, the calculation gives -4.840 eV. The HOMO-LUMO gap is 6.68 eV. For the LUMO energy, the calculation gives 1.84 eV.

Atoms and positions in Å:
C 1.18044 0.48441 2.95768
C 1.55348 -0.17240 1.62588
O 0.31833 -0.59534 1.01351
C 2.52722 -1.34776 1.77450
O 3.83796 -0.91554 1.94547
Al 4.70731 -0.13402 0.59284
C 6.65405 -0.65372 0.61942
C 7.47707 -0.33956 -0.63855
C 7.34963 1.12232 -1.12196
C 7.19433 1.32382 -2.61347
F 7.87927 0.39017 -3.32740
F 7.73999 2.52341 -2.97220
C 5.74980 1.33040 -3.19307
F 4.88747 1.84957 -2.32234
F 5.67271 2.06838 -4.31603
F 5.36086 0.09701 -3.49338
H 0.09501 0.44560 3.08343
H 1.65003 -0.02574 3.80231
H 1.48370 1.53316 2.99555
H 2.04009 0.57086 0.98230
H 0.55460 -0.95850 0.14575
H 2.39449 -2.00524 0.89667
H 2.22398 -1.93266 2.66026
H 4.60774 1.50022 0.75392
H 4.01576 -0.60508 -0.80837
H 7.12919 -0.15806 1.48070
H 6.75002 -1.73238 0.80728
H 8.54332 -0.53204 -0.45583
H 7.19398 -1.01610 -1.45090
H 8.25898 1.68829 -0.89657
H 6.52377 1.61667 -0.60349
N 0.16913 -3.05121 -1.14290
C -0.94052 -3.06726 -0.41009
C -2.07913 -3.78337 -0.75081
C -2.05454 -4.53669 -1.91275
C -0.90046 -4.53480 -2.68298
C 0.18028 -3.77435 -2.25986
H -0.91406 -2.46309 0.48940
H -2.95762 -3.73026 -0.12338
H -2.92178 -5.10822 -2.21980
H -0.83750 -5.10319 -3.60161
H 1.09573 -3.73899 -2.84027
N -4.09213 -1.06111 0.45168
C -5.35211 -0.97480 0.87540
C -5.72334 -0.40502 2.08394
C -4.72611 0.10052 2.90321
C -3.41130 0.02239 2.47640
C -3.14364 -0.56299 1.24578
H -6.10589 -1.38388 0.20947
H -6.76005 -0.35904 2.38905
H -4.98128 0.54237 3.85836
H -2.59460 0.40179 3.07573
H -2.11994 -0.62502 0.89437
N 2.18369 2.02460 -7.14435
C 2.83573 2.24157 -6.00267
C 2.30189 2.95424 -4.93787
C 1.02413 3.47191 -5.06314
C 0.33479 3.25677 -6.24662
C 0.95711 2.53021 -7.25050
H 3.82518 1.80901 -5.92204
H 2.87848 3.08088 -4.03146
H 0.57078 4.02519 -4.25063
H -0.66802 3.63661 -6.39045
H 0.44256 2.33993 -8.18690
N -7.85355 0.47824 4.67931
C -9.05511 -0.09295 4.66528
C -10.08943 0.27615 5.51279
C -9.86339 1.29355 6.42586
C -8.61622 1.89652 6.45150
C -7.64937 1.45425 5.56041
H -9.19729 -0.88742 3.94036
H -11.04606 -0.22503 5.45458
H -10.64455 1.61056 7.10488
H -8.39139 2.69440 7.14608
H -6.66366 1.90692 5.55330


Formula: C28H35BrN2O4
Source: OMol25
Level of theory: wB97M-V/def2-TZVPD

The multiplicity is 1. The calculation puts the max |F| at 0.016 hartree/bohr. For the HOMO energy, the calculation gives -8.375 eV. The HOMO-LUMO gap is 8.95 eV. The SMILES is CCO[C@@H]1OC(C(=O)N2CCN(Cc3ccccc3)CC2)=C[C@H](c2ccc(Br)cc2)[C@H]1CCCO. For the LUMO energy, the calculation gives 0.57 eV.

Atoms and positions in Å:
C 1.43491 2.97120 -2.88851
C 1.82579 1.50705 -2.99469
H 0.99280 0.90888 -3.38766
H 2.68434 1.38272 -3.67217
O 2.18572 1.05248 -1.70001
C 2.40700 -0.32144 -1.59474
C 3.21148 -0.58309 -0.31659
C 3.63337 -2.05387 -0.23940
C 4.75245 -2.31958 0.76799
C 6.08586 -1.66835 0.40366
O 6.06788 -0.30027 0.76589
H 6.92696 0.08759 0.57091
H 6.89458 -2.18055 0.94405
H 6.27204 -1.77421 -0.67467
H 4.90868 -3.39774 0.82916
H 4.46692 -1.96493 1.75850
H 2.76673 -2.66334 0.02508
H 3.97125 -2.37668 -1.22780
H 4.09935 0.04762 -0.36814
C 2.35522 -0.16742 0.89461
C 0.98668 -0.75620 0.73561
C 0.51032 -1.13057 -0.44717
O 1.18958 -1.03586 -1.63632
C -0.83436 -1.79240 -0.58898
O -1.06464 -2.86282 -0.05420
N -1.74600 -1.12658 -1.32598
C -1.63217 0.25178 -1.73446
H -0.60173 0.58731 -1.64754
C -2.55685 1.13667 -0.85841
N -3.67517 0.40451 -0.29046
C -4.13530 -0.60061 -1.22592
C -3.07508 -1.68736 -1.49254
H -3.16845 -2.51287 -0.78405
H -3.18068 -2.08675 -2.50783
H -4.38819 -0.07895 -2.15338
H -5.04509 -1.05906 -0.83589
C -3.43102 -0.10292 1.05843
C -4.65568 -0.78685 1.60093
C -5.84585 -0.08096 1.73071
C -6.97973 -0.70435 2.21770
C -6.93513 -2.03995 2.58370
C -5.75323 -2.74858 2.45727
C -4.61876 -2.12558 1.96516
H -3.69805 -2.68306 1.86418
H -5.71347 -3.79034 2.73995
H -7.82045 -2.52656 2.96598
H -7.90106 -0.14847 2.31431
H -5.87388 0.95791 1.43779
H -3.20338 0.76813 1.68371
H -2.57686 -0.79299 1.11474
H -2.96089 1.94714 -1.47691
H -1.98931 1.58916 -0.04354
H -1.93262 0.31858 -2.78596
H 0.37544 -0.88130 1.61482
C 2.34188 1.33690 1.05220
C 1.18254 2.08493 0.90575
C 1.20582 3.46350 1.01300
C 2.40639 4.09497 1.27723
C 3.57320 3.37184 1.45107
C 3.53298 1.99507 1.34060
H 4.44029 1.42404 1.47203
H 4.50064 3.88003 1.66775
Br 2.45434 5.99854 1.40411
H 0.30241 4.04160 0.88819
H 0.24836 1.58692 0.69508
H 2.81512 -0.58397 1.79722
H 2.95855 -0.68437 -2.48023
H 1.19706 3.36421 -3.87278
H 2.25752 3.53888 -2.46306
H 0.57066 3.08156 -2.23908


Formula: C28H35BrN7O2P2ReS2
Source: OMol25
Level of theory: wB97M-V/def2-TZVPD

Its energy above the lowest of the compared OMol25 structures with the same formula, charge and spin is 0.0 kJ/mol. The multiplicity is 2. The calculation puts the max |F| at 0.026 hartree/bohr. The net charge is +3. For the HOMO energy (alpha / beta), the calculation gives -15.668 / -15.667 eV. The HOMO-LUMO gap (alpha / beta) is 6.41 / 5.54 eV. For the LUMO energy (alpha / beta), the calculation gives -9.26 / -10.12 eV.

Atoms and positions in Å:
Re -0.03524 0.23264 0.16154
C -1.95704 -1.29955 3.85215
C -1.61994 -0.81662 2.48405
N -0.44697 -0.38703 2.13945
N 0.56376 -0.28831 3.08783
C 1.47259 0.69099 2.87847
N 2.31609 1.01400 3.83783
S 1.47440 1.50632 1.37806
C -2.61748 -0.73326 1.39382
C -3.94369 -1.08712 1.56470
C -4.83654 -0.90918 0.51120
C -4.37376 -0.36218 -0.67055
C -3.03372 -0.01488 -0.77737
N -2.16751 -0.21057 0.21742
H -1.15786 -1.90117 4.28851
H -2.83892 -1.93209 3.84160
H -2.16164 -0.45375 4.51548
H 0.42490 -0.71217 3.99242
H 2.26826 0.61965 4.76705
H 3.02153 1.71668 3.67376
H -4.29183 -1.48949 2.50415
H -5.87705 -1.18117 0.62988
H -5.03301 -0.18848 -1.50983
H -2.63920 0.42387 -1.67906
C 3.09853 1.02556 -1.46776
P 2.31053 -0.34129 -0.57385
C 3.54728 -0.85125 0.65960
C 2.25983 -1.68928 -1.77951
C 3.30502 -1.93242 -2.66899
C 3.20052 -2.96491 -3.58777
C 2.06179 -3.76083 -3.61820
C 1.02666 -3.53809 -2.72135
C 1.13419 -2.50480 -1.79852
P -0.06918 -2.17400 -0.50058
C 0.55148 -3.17424 0.90553
C -1.62155 -3.02983 -0.86439
H 2.56878 1.19111 -2.40509
H 4.13283 0.76087 -1.68834
H 3.10955 1.93472 -0.86665
H 4.30833 -1.42820 0.13269
H 3.11986 -1.48701 1.43422
H 4.01874 0.01619 1.11823
H 4.19969 -1.32146 -2.66411
H 4.00605 -3.14536 -4.28730
H 1.97855 -4.55677 -4.34640
H 0.14722 -4.16803 -2.75469
H 0.63560 -4.21507 0.58760
H -0.13299 -3.13791 1.75400
H 1.53906 -2.84238 1.22173
H -1.38884 -4.07333 -1.08242
H -2.14310 -2.58493 -1.70340
H -2.24477 -3.01924 0.03080
C -1.07250 5.51597 1.05845
N -0.31659 4.90002 -0.03512
C 0.51501 5.57522 -0.90639
C 1.01783 4.66773 -1.77490
N 0.47198 3.45328 -1.42294
C -0.33076 3.60237 -0.36270
S -1.30386 2.36369 0.36893
H -1.12906 6.58320 0.86849
H -0.56818 5.33677 2.00545
H -2.07790 5.10528 1.08061
H 0.66183 6.63943 -0.83610
H 1.67727 4.78461 -2.61763
H 0.54851 2.55053 -1.88264
Br 1.43158 4.04546 -6.10528
C 0.95935 2.26947 -5.71205
C 1.04790 1.27922 -6.69178
N 0.72717 0.01176 -6.46647
C 0.29570 -0.31670 -5.25701
C 0.18894 0.59455 -4.20856
C 0.52496 1.92407 -4.44930
C -0.24868 0.09398 -2.89085
O -0.84337 -0.96710 -2.74728
O 0.13725 0.81098 -1.84415
H 1.39080 1.53137 -7.68919
H 0.03996 -1.35796 -5.09467
H 0.41784 2.69367 -3.69794


Formula: C28H35FeN2O2
Source: OMol25
Level of theory: wB97M-V/def2-TZVPD

The multiplicity is 5. The calculation puts the max |F| at 0.060 hartree/bohr. The net charge is -1. For the HOMO energy (alpha / beta), the calculation gives -0.153 / -2.355 eV. The HOMO-LUMO gap (alpha / beta) is 2.63 / 3.16 eV. For the LUMO energy (alpha / beta), the calculation gives 2.48 / 0.81 eV.

Atoms and positions in Å:
C 2.68518 -2.24173 -2.65861
N 1.86163 -2.57436 -1.54718
C 2.46626 -2.71598 -0.27869
C 1.47038 -2.82222 0.87997
C 0.11754 -2.22611 0.58424
N -0.62004 -1.72966 1.62876
C 0.06881 -1.31339 2.84322
C -0.88830 -0.86275 3.93426
O -1.93219 -0.03627 3.40769
C -2.75959 -0.77774 2.51337
C -1.98450 -1.34834 1.32648
C -0.38073 -2.30098 -0.69154
C 0.47566 -2.94676 -1.72001
H 2.43794 -2.83505 -3.55060
H 2.56167 -1.18025 -2.93833
H 3.74477 -2.39214 -2.40492
H 3.10241 -3.62477 -0.28038
H 3.15301 -1.86369 -0.11947
H 1.34141 -3.89802 1.09174
H 1.95813 -2.38630 1.75816
H 0.65452 -2.15295 3.23670
H 0.75903 -0.47864 2.61920
H -1.28812 -1.76496 4.44005
H -0.35477 -0.21075 4.63788
H -3.26920 -1.61849 3.03103
H -3.50296 -0.05538 2.14343
H -2.03369 -0.60775 0.50593
H -2.52409 -2.24389 0.98024
H -1.37366 -1.94865 -0.97721
H 0.17898 -2.70296 -2.74659
H 0.37810 -4.05457 -1.61396
C -2.71598 -6.95624 1.91737
O -3.54044 -5.77500 2.01486
C -3.70879 -5.00145 0.90774
C -4.63604 -3.93403 1.03044
C -4.67141 -2.95386 0.07533
C -3.78487 -2.99476 -1.05303
C -3.68788 -1.82001 -1.83162
C -3.08873 -1.61930 -3.14262
C -3.87820 -1.46471 -4.37002
C -3.02044 -1.02066 -5.43414
C -1.68967 -0.84752 -4.88942
C -1.73255 -1.17149 -3.48417
Fe -3.01702 0.24337 -3.88821
C -3.26844 1.29860 -2.23318
C -4.46533 1.30468 -3.05585
C -4.10354 1.81531 -4.36571
C -2.68449 2.12698 -4.35335
C -2.16606 1.79841 -3.03705
C -3.02806 -4.18262 -1.27000
C -2.97562 -5.16256 -0.29637
H -2.86036 -7.45759 2.87412
H -3.04531 -7.60745 1.09497
H -1.66126 -6.67844 1.78798
H -5.26714 -3.89186 1.91624
H -5.34059 -2.09393 0.17875
H -4.41247 -1.04480 -1.53505
H -4.92386 -1.75555 -4.42696
H -3.30503 -0.91428 -6.47842
H -0.79104 -0.57131 -5.43718
H -0.89898 -1.17030 -2.79506
H -3.22222 1.08682 -1.17028
H -5.47114 1.07136 -2.71697
H -4.79604 2.02297 -5.17514
H -2.12753 2.61035 -5.14963
H -1.16307 1.99299 -2.67077
H -2.47011 -4.30497 -2.20422
H -2.35566 -6.05312 -0.43126